The following is a DFT calculation (wB97M-V/def2-TZVPD) of 2 unconnected molecules or ions with the total composition C5H10O.

frontier orbital gap = 9.9 eV
largest force on an atom = 0.29 eV Å⁻¹
energy = -7393.155 eV
SMILES = C=C(C)O.C=C
net charge = 0
HOMO energy = -8.946 eV
ΔE to the lowest compared entry with this formula, charge and spin = 155.4 kJ/mol

CARTESIAN COORDINATES (ANGSTROEM)
1 C -2.234 -0.229 -0.492
2 C -1.324 -0.084 0.472
3 C -0.737 1.217 0.921
4 O -0.793 -1.129 1.178
5 H -2.615 -1.206 -0.783
6 H -2.627 0.635 -1.014
7 H 0.345 1.211 0.754
8 H -0.914 1.362 1.991
9 H -1.175 2.051 0.369
10 H -1.220 -1.946 0.886
11 C 2.708 0.000 -0.400
12 C 1.724 -0.629 -1.033
13 H 3.435 0.610 -0.929
14 H 2.826 -0.075 0.679
15 H 0.999 -1.227 -0.487
16 H 1.602 -0.562 -2.112